Here is C9H27LiNO5 as an isolated structure from the OMol25 dataset. Energies are from ωB97M-V/def2-TZVPD.

Computed properties:
- Total charge: +1
- Multiplicity: 1
- Gap between HOMO and LUMO: 10.188 eV
- Maximum force: 7.2 eV/Å
- E_HOMO: -12.6 eV
- E_LUMO: -2.4 eV
- Energy relative to the best compared isomer or geometry (same formula, charge and spin): 149.1 kJ/mol

Cartesian coordinates (Å):
Li: -0.50 0.46 0.28
C: 2.13 1.67 1.03
O: 1.25 0.71 1.32
H: 2.40 1.67 -0.22
H: 3.06 1.57 1.52
H: 1.84 2.61 1.26
H: 1.88 0.21 1.86
C: -0.06 0.18 -2.67
O: 0.12 1.10 -1.70
H: 0.75 0.59 -3.29
H: -0.92 0.38 -3.10
H: -0.13 -0.96 -2.43
H: 0.39 1.97 -2.06
C: -1.08 3.98 0.11
O: -0.86 2.71 0.81
H: -2.18 3.96 0.17
H: -0.50 3.98 -0.83
H: -0.69 4.81 0.68
H: -0.50 2.71 1.73
C: 4.11 -2.39 0.05
O: 2.92 -2.42 0.62
C: 1.85 -2.08 -0.13
C: 0.58 -2.40 0.52
N: -0.50 -1.63 0.01
C: -1.85 -1.96 0.68
C: -2.89 -1.08 0.08
O: -2.62 0.24 0.62
C: -3.61 1.23 0.47
H: 4.31 -1.44 -0.12
H: 4.21 -3.12 -0.95
H: 4.83 -2.74 0.72
H: 1.99 -2.66 -1.07
H: 1.90 -1.06 -0.53
H: 0.92 -2.27 1.55
H: 0.15 -3.54 0.87
H: -0.55 -1.81 -1.00
H: -1.88 -1.91 1.65
H: -1.83 -3.04 0.56
H: -3.86 -1.38 0.68
H: -3.11 -1.44 -0.99
H: -3.06 2.23 0.73
H: -4.51 0.97 1.15
H: -3.92 1.41 -0.60